1.
Below is a 2-piece molecular cluster, C6H16N2O overall at a distorted geometry, with properties calculated with ωB97M-V with the def2-TZVPD basis set.

The calculation puts the energy above the lowest of the compared OMol25 structures with the same formula, charge and spin at 5.924 eV. For the LUMO energy (alpha / beta), the calculation gives 0.1 / 0.1 eV. The calculation puts the HOMO energy (alpha / beta) at -8.2 / -8.2 eV.

Geometry as XYZ:
```
25
C6H16N2O | OMol25 | ωB97M-V with the def2-TZVPD basis set
C 1.138 0.037 0.571
C 1.158 0.050 2.074
C 1.665 1.258 -0.116
C 1.700 -1.251 0.027
N -0.718 -0.971 -2.226
O -0.630 -0.564 -0.884
H 0.004 -0.473 -2.748
H -0.523 -1.969 -2.242
H 0.514 -0.731 2.483
H 0.848 1.012 2.475
H 2.182 -0.175 2.413
H 2.763 1.265 -0.035
H 1.420 1.246 -1.179
H 1.275 2.168 0.333
H 1.146 -2.117 0.387
H 1.747 -1.272 -1.061
H 2.741 -1.345 0.370
C -2.993 0.123 -0.366
C -1.599 0.713 -0.356
N -0.969 1.062 0.783
H -1.393 0.560 1.565
H -1.458 1.437 -1.164
H -3.197 -0.350 -1.329
H -3.730 0.913 -0.198
H -3.092 -0.626 0.423
```

Charges in e, computed with Löwdin, in the same order as the atoms: atom 1 (C): -0.304, atom 2 (C): -0.091, atom 3 (C): -0.073, atom 4 (C): -0.083, atom 5 (N): 0.013, atom 6 (O): -0.314, atom 7 (H): 0.070, atom 8 (H): 0.076, atom 9 (H): 0.088, atom 10 (H): 0.076, atom 11 (H): 0.093, atom 12 (H): 0.097, atom 13 (H): 0.083, atom 14 (H): 0.079, atom 15 (H): 0.090, atom 16 (H): 0.070, atom 17 (H): 0.097, atom 18 (C): -0.064, atom 19 (C): -0.432, atom 20 (N): 0.043, atom 21 (H): 0.047, atom 22 (H): 0.123, atom 23 (H): 0.065, atom 24 (H): 0.075, atom 25 (H): 0.076

---

2.
Below is one molecule with the formula C7H12N2S at a distorted geometry, with properties calculated with ωB97M-V with the def2-TZVPD basis set.

The calculation puts the energy above the lowest of the compared OMol25 structures with the same formula, charge and spin at 3.600 eV. For the LUMO energy, the calculation gives 0.8 eV. The calculation puts the HOMO energy at -8.0 eV.

Geometry as XYZ:
```
22
C7H12N2S | OMol25 | ωB97M-V with the def2-TZVPD basis set
C -1.013 -1.197 1.526
N -0.812 -0.835 0.337
C -1.105 0.514 -0.048
C -2.288 0.487 -1.119
C 0.181 0.915 -0.704
C 1.082 1.513 0.375
S 2.912 1.145 0.171
C 2.885 -0.606 0.270
C 1.983 -1.365 -0.505
N 1.290 -2.322 -0.905
H -1.453 -0.525 2.226
H -0.754 -2.221 1.805
H -1.286 1.136 0.897
H -2.542 1.454 -1.508
H -3.214 0.196 -0.562
H -2.129 -0.308 -1.896
H 0.024 1.639 -1.594
H 0.713 0.104 -1.087
H 0.912 2.605 0.412
H 0.721 1.158 1.377
H 3.434 -1.170 0.963
H 0.459 -2.317 -0.433
```

Charges in e, computed with Löwdin, in the same order as the atoms: atom 1 (C): -0.004, atom 2 (N): -0.042, atom 3 (C): -0.413, atom 4 (C): -0.037, atom 5 (C): -0.257, atom 6 (C): -0.457, atom 7 (S): 0.818, atom 8 (C): -0.462, atom 9 (C): -0.200, atom 10 (N): 0.158, atom 11 (H): 0.070, atom 12 (H): 0.082, atom 13 (H): 0.149, atom 14 (H): 0.057, atom 15 (H): 0.075, atom 16 (H): 0.095, atom 17 (H): 0.152, atom 18 (H): 0.034, atom 19 (H): 0.079, atom 20 (H): 0.078, atom 21 (H): 0.033, atom 22 (H): -0.009

---

3.
Below is one molecule with the formula C5H8, with properties calculated with ωB97M-V with the def2-TZVPD basis set.

The calculation puts the energy above the lowest of the compared OMol25 structures with the same formula, charge and spin at 3.734 eV. For the LUMO energy, the calculation gives 0.9 eV. The calculation puts the HOMO energy at -9.7 eV.

Geometry as XYZ:
```
13
C5H8 | OMol25 | ωB97M-V with the def2-TZVPD basis set
C -0.247 -0.546 0.922
C -1.341 -0.172 -0.079
C -0.170 1.291 -1.480
C 0.901 0.754 -0.935
C 1.105 -0.171 0.252
H -0.245 -1.611 1.192
H -0.372 -0.012 1.874
H -1.287 -0.731 -1.018
H -2.376 -0.046 0.232
H -1.110 0.893 -0.319
H 1.753 1.103 -1.521
H 1.619 -1.077 -0.088
H 1.771 0.324 0.968
```

Charges in e, computed with Löwdin, in the same order as the atoms: atom 1 (C): -0.212, atom 2 (C): -0.123, atom 3 (C): 0.109, atom 4 (C): -0.277, atom 5 (C): -0.197, atom 6 (H): 0.105, atom 7 (H): 0.106, atom 8 (H): 0.092, atom 9 (H): 0.093, atom 10 (H): -0.003, atom 11 (H): 0.095, atom 12 (H): 0.107, atom 13 (H): 0.105